Entry 1:
Molecular formula: C39H41N8OPb
Method: DFT, ωB97M-V with the def2-TZVPD basis set

As for the total energy: -60320.129 eV. Its relative energy (zero: lowest compared OMol25 entry of this formula, charge and spin) is 0.0 kcal per mole. The charge is +1. As for the strongest force on any atom: 1.29 eV Å⁻¹. The LUMO energy is -2.6654 eV.

```
90
C39H41N8OPb, DFT ωB97M-V with the def2-TZVPD basis set
Pb -0.21718 -0.80210 0.48560
O -0.92121 -2.00259 3.25104
N 1.23020 3.09066 1.40338
N -2.94604 2.21697 -4.02212
N 1.50592 -0.08311 2.29579
N 0.49624 -1.67605 -1.84727
N -2.58393 -2.25645 0.05061
N 2.35375 -1.51419 0.17342
N -1.57010 1.75007 0.10856
N -2.35627 -3.67279 2.76248
C 1.33044 1.59411 -1.88752
C 1.94341 5.06833 4.99733
C 1.44914 3.74287 2.60718
C -0.32501 -1.49893 -2.87427
C 1.24214 -2.39017 -4.41315
C 1.04478 0.68228 3.27933
C -3.18977 0.81682 -3.78160
C -2.69291 -2.45560 4.80792
C -0.71358 1.17517 -0.64524
C -1.77138 -4.02720 1.49127
C -0.67420 2.52381 -2.87404
C 2.65892 -0.73288 2.46998
C 2.12508 2.11119 -2.89573
C -2.56168 -3.56724 0.29785
C 2.74348 4.14649 2.93276
C -0.00669 -1.84021 -4.19036
C -4.10429 -2.65232 -1.73110
C 2.58797 -2.33908 -0.86167
C 4.07966 -2.58636 1.44250
C 2.84928 0.14712 4.70495
C 0.66829 4.63380 4.69172
C -2.50390 2.43228 -5.37458
C 1.70940 -2.18742 -2.08085
C 3.55088 -3.31962 -0.79863
C 4.30634 -3.43380 0.36154
C -0.05098 1.77517 -1.84198
C 0.42754 3.94904 3.52585
C -4.06169 -4.00757 -1.50573
C 2.98946 4.81170 4.10942
C 3.33870 -0.64827 3.67135
C -2.16999 2.85003 -2.95704
C -3.29086 -4.46709 -0.46778
C 1.69827 0.87616 4.50996
C -1.90780 -2.64822 3.54471
C -3.34659 -1.81195 -0.94009
C 2.11313 -2.56163 -3.35197
C 1.49403 2.81985 -3.88824
C 3.06589 -1.63730 1.31785
C 0.12141 3.06004 -3.88369
H 4.24897 -1.22430 3.81504
H -4.74975 -2.25031 -2.50185
H 3.97270 5.16790 4.40271
H -2.23247 3.93640 -3.08337
H -1.84829 2.69200 -0.20149
H 2.06583 3.21708 -4.72160
H -0.30690 3.64980 -4.66998
H -1.29194 -1.07916 -2.65469
H -3.35319 -0.72918 -1.10853
H -0.70756 -1.63671 -4.99042
H -3.17696 -4.17885 3.08033
H 3.12556 -2.91899 -3.51426
H 3.37886 0.22111 5.63605
H -2.40293 3.50204 -5.57658
H -3.88960 0.40798 -4.51358
H 0.10593 1.19383 3.12562
H 3.55500 3.93351 2.22883
H -2.67934 2.67426 -2.01682
H -3.63551 0.68165 -2.79996
H 1.77919 0.99589 -1.07782
H 1.57704 -2.67221 -5.41036
H 1.26775 1.53503 5.25753
H -2.23854 -3.06573 5.59233
H -2.67497 -1.40426 5.12661
H -3.26195 -5.52662 -0.22503
H -0.77869 -3.60499 1.47834
H 0.26885 2.97923 1.09745
H -0.15921 4.82764 5.36954
H -2.26443 0.20856 -3.82704
H 1.87723 3.31557 0.66919
H -0.56948 3.60093 3.28014
H 5.06073 -4.19174 0.44562
H -1.56686 1.91013 -5.64435
H -1.62910 -5.10884 1.46420
H 4.62851 -2.67418 2.37768
H -3.28098 2.05876 -6.04902
H 3.68611 -4.01124 -1.61799
H 3.19759 1.93922 -2.91559
H -4.65188 -4.67283 -2.11805
H 2.11815 5.62474 5.91833
H -3.72115 -2.77696 4.69315
```

***

Entry 2:
Molecular formula: C39H42BBr2CdN13OS2
Method: DFT, ωB97M-V with the def2-TZVPD basis set

As for the total energy: -229546.334 eV. Its relative energy (zero: lowest compared OMol25 entry of this formula, charge and spin) is 13.5 kcal per mole. The charge is -2. As for the strongest force on any atom: 1.15 eV Å⁻¹. The LUMO energy is 3.7123 eV.

```
101
C39H42BBr2CdN13OS2, DFT ωB97M-V with the def2-TZVPD basis set
Cd 0.79628 -0.30967 0.27048
Br -0.23678 -2.94517 -4.15366
Br -3.94135 -6.20841 -1.42093
S 1.59705 0.45602 2.63881
S 2.40669 -2.32696 0.87600
O 0.24780 -1.85362 -1.40504
N 2.27986 0.59360 -1.30670
N 0.45767 2.73679 -0.45114
N -4.23864 0.43834 3.37646
N 1.67075 0.67387 -2.50974
N -2.04554 0.64802 2.34478
N -0.94271 0.91330 -2.66260
N 6.79453 -3.96449 4.73615
N -3.61249 2.50176 2.23608
N -1.47858 0.55359 -1.47765
N -0.98125 -2.50914 0.99654
N -2.56590 1.91201 4.35461
N 5.82103 -0.61485 6.89526
N 0.40992 2.81394 -1.80149
C -0.91628 -2.23643 3.39855
C 5.27005 -0.88639 5.91908
C -1.43871 -2.90650 2.16054
C 0.41212 4.54734 -3.62612
C -2.62828 -4.80837 -1.35659
C -2.54785 1.75650 1.53462
C -1.32796 -3.15374 -0.13097
C 0.46296 4.10445 -2.19936
C -4.68832 1.56415 2.55219
C 3.57094 -0.38963 4.24103
C -2.93387 0.09921 -3.11902
C -1.80171 0.65803 -3.67426
C -1.08823 -3.41930 -2.52149
C 2.84960 -0.66808 3.07998
C 0.56462 4.88725 -1.07042
C 3.16503 -1.85515 2.34620
C -1.52385 1.19416 3.59583
C -0.65169 -2.73228 -1.35988
C 2.15061 0.06748 -4.90265
C 4.57603 -1.22229 4.72796
C 2.49893 0.19121 -3.45777
C 4.16763 -2.69253 2.86131
C -3.65989 0.97739 4.60885
C 0.72048 4.30731 1.45159
C -2.67564 0.04976 -1.73915
C 5.93102 -3.26481 4.43155
C -2.80849 -4.58756 1.12482
C -2.37788 -3.95485 2.25606
C 4.46796 0.02840 -0.34748
C 0.56219 3.98055 0.00346
C 3.68838 -0.16877 -2.84486
C -2.04735 -4.41898 -2.53691
C -3.58046 -0.51427 -0.69266
C 4.88101 -2.40098 4.01580
C -3.06935 2.99186 3.50410
C 3.50094 0.10818 -1.48206
C -2.27816 -4.21521 -0.12885
C -3.15610 -0.24698 2.64601
C -1.52929 0.91447 -5.12021
B 0.43082 1.59832 -2.76558
H -0.49678 4.18460 -4.10970
H -3.56915 -0.63837 1.71746
H 5.37645 0.58645 -0.58822
H 0.64086 5.96230 -1.03332
H -1.12504 0.39100 4.21629
H 0.01552 -1.72792 3.16662
H -1.14087 1.91924 -5.28471
H 4.39245 -3.59735 2.31266
H 1.41231 -0.72296 -5.05208
H -4.30185 0.23029 -0.34071
H 1.74126 0.99892 -5.29742
H 1.30852 3.53335 1.94016
H -2.99470 -0.86745 0.15327
H -2.94127 1.36745 0.59442
H -0.79957 0.19629 -5.50084
H -2.45492 0.79516 -5.68257
H 4.00908 0.46264 0.54092
H -2.80372 -1.08230 3.25298
H 0.56980 2.02942 -3.87295
H -3.54147 -5.38150 1.17877
H 3.33282 0.51349 4.78795
H -4.44293 1.48739 5.17992
H 1.26740 4.16479 -4.18528
H -2.25024 3.68321 3.29371
H 0.42174 5.63591 -3.67194
H -0.24565 4.36620 1.96008
H -3.81513 -0.24274 -3.63768
H -3.85855 3.52462 4.04564
H -2.75891 -4.24273 3.22856
H 4.56643 -0.57420 -3.32098
H -0.74350 -2.96908 4.18909
H -2.31831 -4.89505 -3.46889
H 4.73872 -1.00411 -0.12810
H -0.71303 1.88355 3.36863
H -1.62448 -1.49614 3.77803
H -1.72449 2.43360 1.30454
H -5.10409 1.17215 1.62051
H -4.14024 -1.35333 -1.10830
H -5.47346 2.09758 3.09853
H 1.21889 5.27053 1.56410
H 3.05000 -0.18906 -5.46180
H -3.26977 0.14244 5.19705
```

***

Entry 3:
Molecular formula: C39H42MnN6Si
Method: DFT, ωB97M-V with the def2-TZVPD basis set

As for the total energy: -89264.487 eV. The charge is 0. As for the spin multiplicity: 6. As for the expectation value of S²: 8.76. As for the strongest force on any atom: 0.46 eV Å⁻¹. The LUMO energy (spin up / spin down) is 0.6535 / 0.6502 eV.

```
89
C39H42MnN6Si, DFT ωB97M-V with the def2-TZVPD basis set
Mn 0.77510 -0.82567 -0.15628
Si -0.39664 0.29171 -3.01881
N -0.38287 1.23159 -0.31993
N -1.25515 -2.66452 1.26445
N 0.99755 -0.95678 2.02315
N 3.60798 -0.04924 1.11902
N -0.52181 -2.61720 0.12872
N 3.00262 -0.60879 0.05803
C -0.62505 -2.73214 2.54992
C 0.27624 2.27702 0.49608
C -3.30300 -2.32419 -4.41701
C 3.97063 -1.05584 -0.72539
C -2.06813 1.61082 1.51808
C 3.44771 3.78435 4.19991
C -0.59096 3.51342 0.70763
C 0.89206 -0.82927 -2.39176
C 1.09228 0.83222 3.69603
C 0.48686 -3.05250 5.04955
C 0.02702 1.21838 -4.61815
C -1.16661 -4.88739 5.65463
C -4.50418 -1.76715 -3.99015
C 1.21557 1.95767 -4.68812
C 2.87167 0.62357 2.14493
C 1.65103 0.12025 2.61847
C 0.79434 2.54265 -6.98300
C -3.28515 0.03398 -2.95763
C -0.53406 1.68477 -1.72832
C -4.49363 -0.58209 -3.26669
C -1.98455 3.11497 1.25335
C 1.00775 -2.13465 4.15862
C -2.67606 -3.04148 -0.37497
C 1.66347 1.97662 4.21698
C 0.45949 -1.90007 2.88075
C 5.22937 -0.79285 -0.16332
C -0.38651 1.81650 -6.94076
C -2.55082 -2.92262 0.98902
C -0.60447 -3.84880 4.71255
C -2.10131 -1.70287 -4.10041
C -1.70265 0.82628 0.26788
C -0.76490 1.16545 -5.76979
C -1.12286 -3.67797 3.44202
C 2.84464 2.49878 3.68841
C -1.37724 -2.84528 -0.85719
C 3.42666 1.79763 2.64941
C -2.06392 -0.51983 -3.34863
C 1.59722 2.61451 -5.85074
C 4.95224 -0.14884 1.01800
H -3.28929 -2.98152 1.77244
H -0.69036 4.05574 -0.23405
H -0.07322 4.17990 1.40067
H -3.08079 1.33105 1.81530
H 0.16372 0.46094 4.11237
H 4.53528 3.71600 4.26471
H 3.71838 -1.55738 -1.64813
H 1.84971 -0.33486 -2.60443
H 6.19867 -1.04963 -0.55947
H -1.71154 -0.24285 0.49191
H 0.95869 -3.17848 6.01974
H -2.25567 -4.83415 5.69648
H -1.40834 1.32916 2.34242
H 1.87461 -1.55375 4.44611
H 3.21057 4.62486 3.54214
H -1.93153 -4.32647 3.11719
H -2.21225 3.66465 2.16803
H -5.44380 -2.24575 -4.23618
H -1.02585 -2.82618 -1.87322
H 3.06605 4.02473 5.19227
H -1.69836 0.61124 -5.75182
H -3.30291 0.97065 -2.40789
H 1.09018 3.05075 -7.89389
H 1.17266 2.49188 5.03722
H 4.33933 2.17891 2.19957
H -0.78641 -4.73959 6.66501
H -1.43454 2.30334 -1.84758
H -3.57324 -3.21582 -0.94739
H -3.30519 -3.23909 -4.99792
H -2.47790 0.98399 -0.48242
H 0.91471 -1.80410 -2.89331
H -1.01824 1.75822 -7.81954
H 2.52245 3.17870 -5.87678
H 1.86777 2.01165 -3.81787
H 0.31016 2.34268 -1.96283
H 1.21273 2.53800 0.00284
H -0.89931 -5.90056 5.34429
H -5.42887 -0.13310 -2.95018
H 0.53760 1.85310 1.45746
H -1.16741 -2.14649 -4.44358
H -2.75916 3.38284 0.52839
H 5.60393 0.22161 1.79339
```